66
Properties=species:S:1:pos:R:3:forces:R:3:mulliken_charge:R:1 method="wB97M-V/def2-TZVPD" total_charge=0 total_energy_ha=-6667.4468 spin_multiplicity=1 e_above_lowest_kcal_mol=17.24
Zn 0.418729 0.315915 -0.976754 0.026 -0.055 0.119 0.411
Se -6.535773 -2.857709 -3.776965 0.098 0.044 0.029 0.228
N -6.033570 -1.300978 -3.057842 -0.040 -0.080 -0.038 -0.869
C -4.738389 -1.347440 -2.916227 0.022 0.031 0.018 0.898
C -3.953257 -0.254769 -2.346855 -0.079 -0.002 0.007 0.630
C -4.550453 0.932561 -1.924768 0.038 0.001 -0.002 -0.610
C -3.750743 1.913752 -1.391307 0.006 0.000 0.016 -0.832
C -2.383212 1.677100 -1.274105 -0.021 -0.068 0.021 0.220
N -1.798818 0.547296 -1.667260 -0.049 0.190 0.111 0.166
C -2.572736 -0.405036 -2.214087 0.090 -0.081 -0.020 -0.473
C -1.906342 -1.633659 -2.693485 -0.022 0.035 -0.010 -0.389
N -0.578791 -1.661810 -2.592075 -0.034 -0.014 -0.036 -0.020
C 0.068141 -2.734652 -3.017697 -0.010 -0.050 0.028 -0.015
C -0.580001 -3.842452 -3.564801 -0.027 0.015 -0.012 -1.039
C -1.951437 -3.817719 -3.678055 0.024 -0.013 -0.004 -0.609
C -2.641368 -2.688583 -3.239239 -0.019 -0.012 -0.009 0.628
C -4.090048 -2.562591 -3.348707 0.051 -0.001 0.003 0.933
N -4.865520 -3.490232 -3.836478 -0.093 0.019 -0.001 -0.868
H -5.620393 1.053192 -2.029506 -0.002 0.000 0.004 0.527
H -4.154167 2.857330 -1.051906 -0.006 0.000 -0.007 0.504
H -1.722853 2.418606 -0.849406 0.013 -0.002 -0.023 -0.296
H 1.147845 -2.715589 -2.919254 -0.039 -0.028 -0.008 0.388
H -0.003931 -4.695617 -3.894653 0.003 0.002 0.002 0.454
H -2.504660 -4.645185 -4.102103 -0.007 0.001 0.002 0.522
Cl 3.705038 5.568527 2.782499 -0.002 0.004 -0.002 -0.287
C 2.725817 4.575295 1.738744 0.014 -0.047 0.009 0.632
C 1.676341 5.128402 1.071499 -0.029 0.009 -0.014 -0.587
C 0.864385 4.345796 0.225228 0.078 0.091 0.074 0.077
I -0.721115 5.265814 -0.759424 -0.035 0.011 -0.022 0.036
C 1.084267 2.995028 0.030143 0.043 -0.082 0.015 0.291
O 0.336692 2.251380 -0.727487 -0.033 0.016 -0.151 -0.965
C 2.203114 2.426262 0.746830 -0.056 -0.033 -0.028 -0.046
N 2.393292 1.103986 0.555286 -0.014 -0.009 -0.003 0.328
C 3.393834 0.511689 1.153504 0.010 0.021 0.030 -0.161
C 4.274176 1.192218 2.017974 -0.015 -0.023 -0.016 -1.059
C 4.085924 2.526092 2.240666 -0.007 0.017 0.001 -0.891
C 3.024396 3.196148 1.593951 0.005 0.037 0.011 0.254
H 1.460627 6.180845 1.193720 0.002 0.001 -0.004 0.414
H 3.520065 -0.548056 0.952901 0.004 0.003 0.005 0.325
H 5.082129 0.654070 2.494345 0.003 0.002 0.000 0.443
H 4.738162 3.080806 2.901343 0.002 -0.002 0.001 0.420
C -1.053144 -0.966856 1.640126 0.007 0.025 -0.039 -1.704
N -0.034365 -0.985046 0.591972 -0.067 -0.102 -0.059 0.544
C 0.817461 -1.947517 0.572209 -0.018 -0.057 -0.078 0.447
C 1.832754 -2.002850 -0.430228 -0.011 0.005 -0.002 -0.102
C 2.868319 -2.919401 -0.634448 0.023 -0.002 -0.041 -0.974
C 3.575756 -2.456805 -1.747226 -0.016 -0.032 0.007 -0.502
C 2.930442 -1.284623 -2.165013 0.035 0.065 0.066 -1.089
N 1.883071 -1.011818 -1.377970 0.116 0.093 0.078 0.622
C -0.541818 -0.311363 2.900398 -0.038 0.075 -0.016 0.683
C -0.115095 1.013841 2.854784 -0.029 -0.022 0.043 0.101
C 0.393433 1.629776 3.984771 0.005 0.020 -0.008 -0.470
C 0.469773 0.928313 5.183140 0.002 0.008 -0.001 -0.592
C 0.031812 -0.384742 5.241035 0.005 -0.002 -0.007 -0.530
C -0.471405 -1.002481 4.101191 0.059 -0.033 -0.011 -0.648
H -1.397347 -1.984122 1.850414 0.030 0.002 0.062 0.562
H -1.911639 -0.406915 1.261444 0.003 -0.017 -0.036 0.217
H 0.778238 -2.745255 1.317934 -0.012 0.002 -0.002 0.412
H 3.073828 -3.795640 -0.038850 0.001 -0.004 -0.004 0.568
H 4.445919 -2.901587 -2.202392 0.002 -0.006 0.002 0.483
H 3.187172 -0.642136 -2.994164 0.004 0.006 0.000 0.437
H -0.182973 1.561189 1.923574 0.007 0.036 -0.056 0.228
H 0.727483 2.658987 3.930498 0.008 -0.005 0.004 0.455
H 0.866523 1.408199 6.068432 0.001 0.000 0.000 0.397
H 0.084952 -0.933917 6.172364 -0.004 -0.002 0.000 0.382
H -0.804545 -2.033263 4.147815 -0.006 0.001 0.002 0.363